No. 1
22
Properties=species:S:1:pos:R:3:forces:R:3 method="wB97M-V/def2-TZVPD" smiles="CN(C)N=O.CN(C)N=O" charge=0 orbital_gap_ev="8.446 / 8.448" e_above_lowest_ev=7.779 e_lumo_ev="0.0 / 0.0" homo_energy_ev="-8.42 / -8.42" total_energy_ev=-14391.02393
C 1.9900 0.3533 1.0814 0.0 -0.2 -0.2
N 1.3426 0.8005 -0.1233 0.3 -2.2 -1.6
C 1.5348 2.1448 -0.5826 -1.1 0.6 -0.6
N 1.0398 -0.1755 -1.2339 2.8 1.0 1.2
O 1.6985 -1.1910 -1.1947 -1.6 1.4 0.5
H 2.3009 -0.6862 0.9263 -0.1 0.1 0.3
H 1.2913 0.4693 1.9136 0.0 -0.4 0.1
H 2.8622 0.9546 1.3416 0.2 0.0 -0.3
H 2.3496 2.6769 -0.0877 0.1 -0.4 0.1
H 1.7340 2.1451 -1.6557 0.0 0.1 0.0
H 0.6161 2.7105 -0.3993 0.2 0.3 -0.2
C -2.7514 -0.6764 -0.6528 -0.3 0.1 -0.1
N -1.4374 -0.6579 -0.0626 0.2 2.5 -0.8
C -0.8715 -1.9408 0.2662 0.4 0.3 1.7
N -1.2593 0.4281 0.9604 1.3 -1.0 2.0
O -1.0161 1.5709 0.6965 -1.8 -2.4 -1.5
H -3.3894 -1.4210 -0.1688 0.0 -0.1 0.1
H -3.2343 0.2878 -0.4802 0.1 0.0 -0.4
H -2.6994 -0.9323 -1.7144 -0.1 0.3 0.0
H -1.1399 -2.6887 -0.4824 0.2 0.4 -0.1
H -1.1689 -2.3289 1.2424 -0.7 0.0 0.2
H 0.2077 -1.8431 0.4100 -0.1 -0.2 -0.6

No. 2
54
Properties=species:S:1:pos:R:3:forces:R:3 method="wB97M-V/def2-TZVPD" smiles="CCOc1ccccc1C(=O)OCC(=O)Nc1ccc(N2CCCCC2)cc1" charge=0 orbital_gap_ev=7.772 e_above_lowest_ev=1.843 e_lumo_ev=0.5 homo_energy_ev=-7.25 total_energy_ev=-34406.92670
C -1.9453 -2.6669 0.0167 -0.2 0.3 -0.2
C -2.5384 -1.8842 -1.1514 0.2 -0.5 0.0
O -3.2279 -0.7194 -0.7326 -0.1 0.0 0.1
C -4.4712 -0.8211 -0.2011 -0.2 0.2 0.1
C -5.1824 -2.0149 -0.0904 0.2 -0.1 -0.2
C -6.4411 -2.0448 0.4814 0.0 0.1 0.0
C -7.0212 -0.8893 0.9755 -0.1 -0.1 0.0
C -6.3309 0.3002 0.8718 0.2 0.0 -0.1
C -5.0723 0.3581 0.2779 0.0 -0.2 0.0
C -4.4509 1.7011 0.2064 -0.1 0.3 0.3
O -4.7748 2.6189 0.9192 0.0 -0.2 -0.1
O -3.5260 1.8061 -0.7625 0.1 0.0 -0.3
C -2.8678 3.0553 -0.9016 0.1 0.8 0.2
C -1.3864 3.0049 -0.5012 -0.6 -0.1 -0.2
O -0.7570 4.0307 -0.3605 0.0 0.2 0.0
N -0.9121 1.7489 -0.3706 -0.2 -0.5 0.0
C 0.3932 1.3579 -0.0326 0.3 -0.1 0.0
C 0.7911 0.0530 -0.2932 -0.2 0.3 0.0
C 2.0610 -0.3852 0.0246 0.2 -0.1 0.1
C 2.9945 0.4670 0.6261 -0.4 0.1 0.0
N 4.2514 0.0411 1.0241 0.3 -0.2 0.4
C 4.6383 -1.3462 0.8932 -0.1 -0.2 -0.2
C 5.2395 -1.6494 -0.4833 0.1 0.0 0.2
C 6.4457 -0.7419 -0.7137 -0.2 0.1 -0.2
C 6.0390 0.7167 -0.5196 0.1 -0.1 0.2
C 5.4009 0.9075 0.8617 0.1 0.3 -0.3
C 2.5714 1.7769 0.8916 0.1 -0.1 -0.1
C 1.3071 2.2178 0.5685 -0.1 0.1 -0.1
H -1.3630 -3.5024 -0.3625 0.1 -0.1 0.0
H -1.2965 -2.0234 0.6065 0.1 0.0 0.0
H -2.7271 -3.0489 0.6683 0.0 -0.1 0.1
H -1.7385 -1.5064 -1.7956 -0.1 -0.1 0.0
H -3.1864 -2.5205 -1.7647 0.1 0.1 0.0
H -4.7640 -2.9395 -0.4544 0.1 0.0 0.0
H -6.9659 -2.9865 0.5454 0.0 -0.1 0.0
H -7.9975 -0.9179 1.4327 -0.1 0.0 0.0
H -6.7496 1.2227 1.2442 0.0 0.1 0.0
H -3.3663 3.8123 -0.2861 0.2 -0.1 -0.2
H -2.9306 3.3515 -1.9535 0.0 -0.1 0.1
H -1.5646 1.0000 -0.5776 0.0 0.2 0.1
H 0.1030 -0.6299 -0.7691 -0.1 -0.1 -0.1
H 2.3155 -1.4049 -0.2166 0.1 -0.1 0.0
H 3.7837 -1.9885 1.1074 0.1 0.0 0.1
H 5.3972 -1.5411 1.6606 -0.1 -0.1 0.0
H 5.5345 -2.6988 -0.5374 0.0 -0.1 0.0
H 4.4919 -1.4618 -1.2566 -0.1 0.0 0.0
H 6.8459 -0.8918 -1.7184 0.1 0.0 0.0
H 7.2319 -0.9963 0.0020 0.1 0.0 0.0
H 6.9078 1.3696 -0.6160 0.0 0.1 0.0
H 5.3115 1.0003 -1.2839 0.0 0.1 0.0
H 5.1148 1.9486 0.9934 0.0 -0.1 0.1
H 6.1286 0.6522 1.6405 0.0 0.1 0.0
H 3.2352 2.4692 1.3845 0.1 0.0 0.1
H 1.0211 3.2335 0.7825 0.0 0.0 0.0

No. 3
96
Properties=species:S:1:pos:R:3:forces:R:3 method="wB97M-V/def2-TZVPD" multiplicity=2 charge=+1 orbital_gap_ev="8.901 / 5.562" e_above_lowest_ev=0.000 e_lumo_ev="-2.1 / -5.4" homo_energy_ev="-11.00 / -11.00" total_energy_ev=-132325.74117
Y -0.1967 -0.8851 -1.1426 -0.8 -0.3 -0.2
C -3.1555 2.4688 0.5293 0.3 -0.4 -1.2
C -2.7785 1.1118 0.5873 0.3 0.5 -0.1
N -2.1271 0.7846 -0.5246 0.5 -0.7 -0.9
N -2.1236 1.8739 -1.3802 -0.4 -1.5 1.1
C -2.7635 2.8717 -0.7540 0.0 0.9 0.0
B -1.8308 1.6307 -2.9108 0.2 0.7 -0.3
N -0.2604 1.6629 -3.2085 0.2 -0.3 -0.4
C 0.3594 2.3910 -4.1726 0.7 -1.0 0.5
C 1.6577 1.8848 -4.3863 -0.9 -0.7 0.5
C 1.7302 0.7752 -3.5013 -0.6 0.6 0.5
N 0.5825 0.6860 -2.7748 0.9 0.1 -0.8
N -2.4818 0.3398 -3.4329 0.5 -1.6 0.5
C -3.6665 0.0237 -4.0062 0.0 1.5 -0.8
C -3.7834 -1.3409 -4.1388 -0.5 -0.6 -0.1
C -2.6162 -1.8221 -3.5148 -0.6 -1.3 -0.3
N -1.8554 -0.8365 -3.1388 1.2 0.9 1.6
H -3.6769 3.0523 1.2527 -0.2 0.2 0.2
H -2.9394 0.3649 1.3799 0.2 0.6 -0.5
H -2.8868 3.8276 -1.2925 0.0 -0.7 0.6
H -2.3035 2.5057 -3.5426 -0.1 0.7 0.0
H -0.1765 3.1902 -4.6385 -0.1 0.2 -0.2
H 2.3840 2.1806 -5.1434 -0.3 0.0 0.5
H 2.5449 0.0501 -3.3056 -0.6 0.7 -0.2
H -4.2549 0.8617 -4.3839 -0.1 -0.5 0.2
H -4.5681 -1.9464 -4.6365 0.7 0.8 0.6
H -2.3217 -2.8534 -3.2679 -0.2 0.6 -0.4
C 0.3327 -4.2402 -4.4225 0.2 0.3 1.2
C 0.4913 -2.9210 -3.9412 -0.9 -0.7 0.7
N 0.2556 -2.8828 -2.6223 0.5 -0.2 0.2
N 0.0258 -4.1744 -2.1754 1.1 -0.4 -1.1
C 0.1046 -5.0173 -3.2994 0.0 1.5 1.0
B 0.2123 -4.4418 -0.5827 0.3 -1.5 0.2
N 1.4890 -3.7201 0.0345 0.7 2.1 -1.5
C 2.8207 -4.0121 -0.1246 -0.1 -0.1 -0.4
C 3.5979 -2.8539 -0.1228 -1.7 -0.4 0.2
C 2.6489 -1.8325 0.1151 -0.1 -0.1 0.0
N 1.3955 -2.3166 0.0922 0.5 -0.7 0.8
N -1.0422 -3.8760 0.1489 -1.2 2.1 0.0
C -2.0097 -4.4767 0.8598 -0.3 0.5 0.1
C -3.1517 -3.6808 0.9251 1.0 0.0 -0.9
C -2.8260 -2.5655 0.1302 0.3 -0.2 1.6
N -1.5370 -2.5943 -0.1923 0.2 -1.4 -1.3
N 0.3980 -5.9936 -0.2920 -0.5 -0.1 -0.3
C 1.2322 -6.6416 0.5767 0.6 0.3 0.1
C 1.2281 -7.9914 0.2823 0.4 0.2 1.0
C 0.2698 -8.1135 -0.7037 -0.9 0.0 -1.1
N -0.2328 -6.9437 -1.0702 0.2 0.6 0.2
H 0.3811 -4.6160 -5.4192 0.2 0.0 -0.4
H 0.6861 -2.0031 -4.4796 -0.1 -0.1 0.0
H 0.0258 -6.0882 -3.2463 -0.2 0.1 0.4
H 3.1356 -5.0527 -0.2267 -0.1 0.5 -0.1
H 4.6206 -2.7457 -0.4128 0.4 -0.1 0.5
H 2.8385 -0.7859 0.4384 -0.3 -0.8 -0.8
H -1.8121 -5.3977 1.3452 0.0 -0.8 0.1
H -4.0578 -3.8538 1.4561 -0.4 -0.3 0.1
H -3.4606 -1.7101 -0.0752 0.3 0.0 -0.1
H 1.7826 -6.1108 1.3538 -0.2 -0.1 -0.4
H 1.8162 -8.7977 0.7129 -0.2 0.4 0.1
H -0.1074 -9.0181 -1.1782 0.2 0.3 0.1
C -1.7494 4.6328 4.2055 -0.7 -0.4 0.2
C -0.3699 4.1511 4.7209 0.4 0.3 -1.0
C 0.5670 5.3652 4.7332 1.2 -0.2 0.3
C -0.4545 3.6096 6.1370 0.1 -0.3 0.8
C 0.0975 3.1547 3.6546 -0.7 -0.8 0.8
C -0.2847 1.7884 3.7202 0.1 -0.6 -0.4
C -0.0519 0.9244 2.6695 -0.7 0.6 1.3
Br -0.6691 -0.8591 2.8896 0.3 0.4 -0.5
C 0.5994 1.3865 1.4812 0.8 -2.2 -2.8
O 0.6169 0.5909 0.4176 0.1 2.2 2.6
C 1.2793 2.6863 1.5489 -0.7 0.1 0.3
C 0.8597 3.5322 2.5652 0.8 0.3 -0.9
C 2.3842 3.2031 0.6194 0.3 -0.8 -0.6
C 1.7619 4.1500 -0.4106 -1.3 0.2 -0.6
C 3.4683 3.8902 1.4532 0.8 0.6 0.4
C 3.0741 2.0412 -0.1144 0.5 -0.1 -0.3
H -2.1138 5.5100 4.7749 0.2 -0.5 -0.1
H -2.5065 3.8094 4.2554 0.5 0.7 0.1
H -1.6784 4.9422 3.1585 0.0 0.0 0.1
H 0.2906 6.0203 5.5669 0.1 -0.1 -0.2
H 0.5133 5.9464 3.8045 0.0 -0.1 0.3
H 1.6447 5.0387 4.9004 -1.2 0.4 -0.2
H -0.8676 4.4213 6.7569 0.1 -0.4 -0.1
H 0.5157 3.3143 6.5940 -0.4 0.4 -0.6
H -1.1004 2.7371 6.2591 -0.2 0.2 -0.2
H -0.7636 1.3630 4.5933 -0.1 0.3 0.0
H 1.2231 4.5506 2.5025 0.0 -0.1 0.2
H 1.3243 5.0115 0.1088 0.2 0.1 -0.1
H 0.8799 3.6592 -0.9018 0.8 0.2 0.2
H 2.4226 4.5208 -1.2258 -0.1 -0.4 0.8
H 3.1654 4.9102 1.7488 0.3 -0.3 -0.3
H 4.4257 3.9259 0.8671 -0.9 0.2 0.5
H 3.7034 3.3789 2.4078 -0.2 -0.1 -0.6
H 2.3340 1.4793 -0.6929 0.4 0.0 0.2
H 3.5832 1.3916 0.6452 -0.3 0.4 -0.8
H 3.8330 2.4380 -0.8503 -0.7 -0.3 0.9